Run a
DFT (ωB97M-V/def2-TZVPD) results for a 2-piece molecular cluster, C2H9N2O overall.

Values from the calculation:
LUMO energy   -0.123 Eh
HOMO-LUMO gap   10.332 eV
Spin multiplicity   1
Total charge   +1

```
14
C2H9N2O ωB97M-V/def2-TZVPD
C 0.700 0.223 0.673
C -0.069 1.283 0.506
N -0.156 2.250 1.509
N 0.953 -0.746 -0.422
H 1.182 -0.055 1.588
H -0.397 1.484 -0.519
H 0.609 2.910 1.539
H -1.025 2.766 1.503
H 1.762 -1.355 -0.283
H 1.109 -0.211 -1.283
H 0.126 -1.339 -0.642
H -1.957 -1.758 -1.104
H -1.618 -3.108 -1.745
O -1.219 -2.344 -1.320
```



Run b
DFT (ωB97M-V/def2-TZVPD) results for a 2-piece molecular cluster, C2H9N2O overall.

Values from the calculation:
LUMO energy   -0.122 Eh
HOMO-LUMO gap   9.477 eV
Spin multiplicity   1
Total charge   +1

```
14
C2H9N2O ωB97M-V/def2-TZVPD
C -0.865 0.235 -0.254
C 0.305 -0.165 -0.790
N 1.502 0.661 -0.751
N -1.994 -0.505 -0.388
H -0.971 1.067 0.442
H 0.370 -0.914 -1.570
H 2.416 0.206 -0.679
H 1.559 1.165 -1.644
H 1.461 1.373 -0.018
H -2.019 -1.409 -0.844
H -2.950 -0.204 -0.301
H -0.103 -0.640 1.867
H 1.211 -0.286 2.631
O 0.753 -0.186 1.788
```



Most favorable structure: run a. The second most favorable one is 0.0054 hartree above it.



Run a
DFT (ωB97M-V/def2-TZVPD) results for a 8-piece molecular cluster, H16O8 overall.

Values from the calculation:
SMILES   O.O.O.O.O.O.O.O
LUMO energy   -0.002 Eh
HOMO-LUMO gap   10.658 eV
Spin multiplicity   1

```
24
H16O8 ωB97M-V/def2-TZVPD
O -0.770 -0.480 0.761
H -0.846 -1.115 0.049
H 0.106 -0.448 1.156
O 1.712 -1.279 1.589
H 2.378 -1.443 2.264
H 2.097 -1.733 0.843
O 1.021 -1.984 -2.449
H 0.110 -1.775 -2.466
H 1.181 -2.666 -3.090
O -3.465 0.936 0.349
H -2.800 0.388 0.773
H -2.914 1.464 -0.174
O -1.658 -1.413 -2.443
H -2.292 -1.602 -3.153
H -1.814 -0.596 -2.032
O -1.005 1.238 -1.667
H -1.197 2.116 -1.288
H -0.143 1.061 -1.325
O 1.102 2.494 0.714
H 1.932 2.712 1.098
H 1.475 1.850 0.081
O 1.634 1.042 3.496
H 1.722 0.309 2.933
H 2.437 0.928 3.973
```



Run b
DFT (ωB97M-V/def2-TZVPD) results for H16O8 as an isolated structure.

Values from the calculation:
LUMO energy   -0.044 Eh
HOMO-LUMO gap   7.604 eV
Spin multiplicity   1

```
24
H16O8 ωB97M-V/def2-TZVPD
O 2.685 1.322 -0.760
H 3.511 1.667 -0.422
H 2.167 1.128 0.022
O -0.201 0.024 -0.369
H 0.385 0.578 0.147
H -0.975 -0.085 0.182
O -1.544 -1.957 0.435
H -1.980 -1.239 0.895
H -0.956 -2.337 1.088
O -2.545 0.183 -1.868
H -2.903 0.811 -1.240
H -1.856 -0.273 -1.385
O -2.108 -0.027 1.128
H -2.892 0.430 0.822
H -1.640 0.624 1.651
O -0.129 -0.534 -2.340
H 0.434 -1.270 -2.582
H -0.120 -0.529 -1.383
O 2.136 -1.084 1.036
H 3.043 -0.797 0.929
H 1.625 -0.464 0.515
O 1.305 1.080 0.829
H 1.761 0.882 1.648
H 0.795 1.867 1.023
```



Run c
DFT (ωB97M-V/def2-TZVPD) results for a 8-piece molecular cluster, H16O8 overall.

Values from the calculation:
SMILES   O.O.O.O.O.O.O.O
LUMO energy   0.007 Eh
HOMO-LUMO gap   11.411 eV
Spin multiplicity   1

```
24
H16O8 ωB97M-V/def2-TZVPD
O -1.382 5.997 -1.923
H -0.793 5.751 -1.209
H -0.939 6.726 -2.358
O 1.034 -6.695 -0.008
H 1.267 -6.103 0.706
H 1.496 -7.509 0.194
O -4.922 2.157 0.342
H -4.854 2.701 -0.442
H -4.104 1.660 0.361
O 3.864 -2.190 -2.578
H 3.143 -2.795 -2.403
H 4.444 -2.283 -1.823
O 1.969 -2.968 3.413
H 2.841 -3.076 3.793
H 1.376 -2.976 4.164
O -0.654 0.216 0.831
H 0.075 -0.366 1.047
H -0.330 1.093 1.036
O -2.238 -1.593 -4.262
H -2.318 -0.743 -4.695
H -1.618 -1.441 -3.548
O 0.701 4.698 2.793
H 0.897 5.593 3.072
H 1.046 4.147 3.496
```



Run d
DFT (ωB97M-V/def2-TZVPD) results for a 8-piece molecular cluster, H16O8 overall.

Values from the calculation:
SMILES   O.O.O.O.O.O.O.O
LUMO energy   -0.021 Eh
HOMO-LUMO gap   9.306 eV
Spin multiplicity   1

```
24
H16O8 ωB97M-V/def2-TZVPD
O -17.897 -14.471 19.867
H -17.425 -14.250 19.073
H -17.648 -13.763 20.399
O -16.867 -17.158 20.607
H -17.136 -17.881 20.012
H -17.184 -16.313 20.234
O -14.319 -14.711 20.462
H -15.036 -14.762 19.889
H -14.654 -14.806 21.364
O -16.673 -19.200 18.785
H -16.715 -19.777 18.055
H -16.432 -18.397 18.358
O -18.982 -18.703 17.382
H -19.528 -18.133 17.903
H -18.359 -19.030 18.057
O -16.190 -15.197 22.726
H -16.720 -15.843 22.331
H -16.445 -14.332 22.404
O -16.240 -16.811 17.497
H -16.769 -16.005 17.330
H -15.699 -16.799 16.739
O -14.188 -17.339 21.105
H -15.118 -17.495 20.936
H -13.975 -16.884 20.332
```



Most favorable structure: run a. The second most favorable one is 0.0053 hartree above it.



Run a
DFT (ωB97M-V/def2-TZVPD) results for a 8-piece molecular cluster, H16O8 overall.

Values from the calculation:
SMILES   O.O.O.O.O.O.O.O
LUMO energy   -0.009 Eh
HOMO-LUMO gap   10.254 eV
Spin multiplicity   1

```
24
H16O8 ωB97M-V/def2-TZVPD
O -1.490 -0.927 -2.467
H -1.906 -1.007 -1.620
H -1.378 0.051 -2.515
O -0.418 -0.094 0.609
H 0.231 -0.075 1.302
H -0.961 -0.817 0.796
O -2.689 1.644 0.481
H -1.765 1.263 0.499
H -2.973 1.575 1.371
O -3.129 -0.994 -0.123
H -3.182 -0.073 0.059
H -3.774 -1.431 0.384
O 3.246 0.070 0.448
H 2.651 0.039 1.176
H 3.179 -0.747 0.029
O 1.828 -1.882 -1.184
H 2.633 -2.090 -1.703
H 1.554 -0.965 -1.269
O 1.579 0.758 2.488
H 0.938 1.089 3.076
H 1.717 1.535 1.975
O 1.409 0.873 -1.610
H 0.701 0.724 -0.971
H 1.999 1.479 -1.233
```



Run b
DFT (ωB97M-V/def2-TZVPD) results for a 8-piece molecular cluster, H16O8 overall.

Values from the calculation:
SMILES   O.O.O.O.O.O.O.O
LUMO energy   -0.002 Eh
HOMO-LUMO gap   11.167 eV
Spin multiplicity   1

```
24
H16O8 ωB97M-V/def2-TZVPD
O 0.949 4.284 -1.262
H 1.202 3.361 -1.273
H 1.289 4.616 -0.431
O -4.024 3.475 -2.745
H -4.245 4.033 -2.000
H -3.464 2.792 -2.376
O -4.131 -0.238 4.158
H -3.319 -0.069 3.680
H -4.340 -1.151 3.962
O -0.690 -0.417 1.196
H 0.168 -0.792 0.998
H -1.016 -0.106 0.351
O -1.637 -0.439 -2.922
H -0.719 -0.559 -3.166
H -2.056 -1.270 -3.144
O 3.059 -2.957 4.473
H 2.174 -3.041 4.828
H 2.929 -2.826 3.534
O 2.381 0.251 -2.747
H 2.818 0.742 -3.443
H 3.090 -0.205 -2.293
O 3.027 -2.859 0.391
H 3.959 -3.001 0.227
H 2.596 -3.622 0.006
```



Most favorable structure: run a. The second most favorable one is 0.0180 hartree above it.



Run a
DFT (ωB97M-V/def2-TZVPD) results for a 8-piece molecular cluster, H16O8 overall.

Values from the calculation:
SMILES   O.O.O.O.O.O.O.O
LUMO energy   0.010 Eh
HOMO-LUMO gap   11.457 eV
Spin multiplicity   1

```
24
H16O8 ωB97M-V/def2-TZVPD
O 0.564 0.425 0.773
H 0.535 0.093 -0.124
H 0.105 -0.238 1.289
O -1.759 0.070 -5.371
H -2.285 -0.693 -5.131
H -0.878 -0.139 -5.059
O 3.342 4.156 3.178
H 4.252 4.164 3.474
H 3.239 3.313 2.737
O 2.888 0.085 -3.489
H 3.369 -0.093 -4.297
H 3.469 -0.218 -2.791
O -0.099 -1.280 6.167
H -0.616 -1.592 5.424
H -0.731 -1.194 6.880
O -3.488 -3.411 2.537
H -3.752 -3.972 3.265
H -4.250 -3.395 1.958
O 0.871 5.616 -1.472
H 1.109 4.885 -0.902
H 1.710 5.980 -1.757
O -2.495 -3.805 -2.503
H -1.906 -4.362 -1.995
H -3.193 -4.394 -2.790
```



Run b
DFT (ωB97M-V/def2-TZVPD) results for a 8-piece molecular cluster, H16O8 overall.

Values from the calculation:
SMILES   O.O.O.O.O.O.O.O
LUMO energy   -0.005 Eh
HOMO-LUMO gap   10.460 eV
Spin multiplicity   1

```
24
H16O8 ωB97M-V/def2-TZVPD
O 0.363 -1.024 2.131
H 0.201 -1.322 3.031
H 1.283 -0.695 2.146
O -2.060 0.416 2.921
H -1.488 0.577 3.676
H -1.506 0.611 2.155
O -0.064 0.657 -0.287
H 0.403 1.157 0.391
H -0.236 1.305 -1.016
O 1.821 -0.985 -1.616
H 1.321 -0.662 -0.842
H 1.161 -1.420 -2.163
O -0.504 2.155 -2.509
H -0.004 2.974 -2.399
H -1.301 2.411 -2.993
O 3.012 0.058 2.361
H 2.981 0.945 1.982
H 3.551 0.148 3.155
O -1.628 -0.380 -3.226
H -0.887 0.135 -2.880
H -1.381 -1.301 -3.083
O -1.466 -2.250 -0.351
H -2.399 -2.125 -0.557
H -1.172 -1.385 -0.028
```



Run c
DFT (ωB97M-V/def2-TZVPD) results for H16O8 as an isolated structure.

Values from the calculation:
LUMO energy   0.014 Eh
HOMO-LUMO gap   7.445 eV
Spin multiplicity   1

```
24
H16O8 ωB97M-V/def2-TZVPD
H -0.799 0.348 -0.202
H 0.349 -0.141 0.538
H -4.428 0.294 0.371
H -3.931 -0.005 1.804
H -2.171 1.433 -0.274
H -3.579 1.080 -1.030
H 3.823 -3.871 -1.758
H 2.484 -3.243 -1.217
H 3.950 1.623 0.676
H 3.686 0.647 -0.595
H 3.395 -2.061 2.784
H 3.247 -1.923 1.223
H -3.962 -0.883 -1.113
H -5.495 -1.182 -0.809
H 1.238 4.049 0.419
H 2.516 4.670 -0.076
O -0.254 -0.399 -0.188
O -3.677 -0.137 0.822
O -3.014 1.019 -0.196
O 3.300 -3.011 -1.552
O 3.629 1.530 -0.180
O 2.754 -1.964 2.008
O -4.599 -1.277 -0.459
O 1.821 4.134 -0.348
```



Run d
DFT (ωB97M-V/def2-TZVPD) results for a 8-piece molecular cluster, H16O8 overall.

Values from the calculation:
SMILES   O.O.O.O.O.O.O.O
LUMO energy   -0.005 Eh
HOMO-LUMO gap   10.965 eV
Spin multiplicity   1

```
24
H16O8 ωB97M-V/def2-TZVPD
O 0.008 -0.213 0.262
H 0.519 -0.144 1.077
H -0.143 -1.159 0.159
O -1.139 -2.116 -2.681
H -0.268 -1.891 -3.026
H -1.741 -1.548 -3.174
O -1.183 4.295 2.028
H -1.039 5.098 1.513
H -1.414 3.632 1.368
O -3.894 -2.200 -1.967
H -4.607 -1.559 -2.062
H -4.319 -3.050 -2.130
O 3.254 3.308 1.334
H 2.348 3.268 1.008
H 3.791 3.116 0.557
O 2.986 -5.290 0.402
H 3.640 -4.649 0.101
H 2.268 -4.749 0.747
O 0.704 2.004 -1.104
H 1.200 1.968 -1.930
H 0.548 1.079 -0.884
O -0.652 0.595 2.966
H 0.100 0.068 3.258
H -0.967 0.137 2.178
```



Most favorable structure: run b. The second most favorable one is 0.0218 hartree above it.